No. 1
63
Properties=species:S:1:pos:R:3:forces:R:3:nbo_charge:R:1 method="wB97M-V/def2-TZVPD" multiplicity=1 smiles="C#CCBCCC(F)(F)C(F)(F)C(F)(F)C(F)(F)C(F)(F)C(F)(F)F.CC(C)=O.CC(C)=O.CC(C)=O"
C 3.36606 0.21648 2.76506 -1.81 -1.89 -1.57 -0.275
C 2.77466 -0.58713 2.05273 1.44 1.42 1.94 0.015
C 2.10997 -1.66371 1.33234 -0.40 0.79 -0.08 -0.850
B 0.57221 -1.73241 1.76121 0.29 0.00 -0.57 0.767
C -0.53742 -1.63307 0.64691 0.39 0.21 1.16 -0.817
C -1.77898 -0.81206 1.04537 0.16 -0.50 -1.10 -0.465
C -1.88133 0.52573 0.34492 -0.35 -0.75 1.68 0.639
F -3.19791 0.82090 0.29202 -0.75 0.50 -0.19 -0.329
F -1.47579 0.47746 -0.92429 0.60 0.10 -0.87 -0.326
C -1.19416 1.69133 1.13336 -0.79 0.46 -1.52 0.580
F -0.43656 1.26520 2.12306 1.13 -0.64 0.61 -0.297
F -2.16138 2.41619 1.69596 -0.75 0.56 0.47 -0.302
C -0.42100 2.71267 0.25271 0.55 -0.55 0.81 0.587
F -0.16203 3.74495 1.05394 0.34 0.78 0.52 -0.298
F -1.20858 3.17026 -0.70220 -0.60 0.00 -0.99 -0.293
C 0.95781 2.18155 -0.26644 -0.47 -0.28 -0.30 0.580
F 1.03758 0.85763 -0.09970 -0.28 -1.07 -0.06 -0.314
F 1.89967 2.69264 0.49261 1.01 0.91 0.50 -0.281
C 1.25212 2.45401 -1.74661 0.30 0.18 0.40 0.556
F 0.32334 1.92182 -2.51376 -0.92 -0.77 -0.60 -0.287
F 1.20143 3.77305 -1.93500 0.41 0.97 0.05 -0.304
C 2.61304 1.89965 -2.26042 -0.84 1.00 -0.71 0.924
F 3.60527 2.12628 -1.45197 0.87 -0.14 1.04 -0.286
F 2.49348 0.63176 -2.55281 0.12 -1.27 0.26 -0.292
F 2.87647 2.53510 -3.39606 0.12 0.46 -0.78 -0.310
H 3.63915 0.87874 3.53421 0.43 0.47 0.17 0.230
H 2.62803 -2.59074 1.54614 0.07 -0.28 -0.09 0.267
H 2.15851 -1.42177 0.27293 0.15 -0.42 -0.23 0.243
H 0.30844 -1.83273 2.92064 -0.10 -0.06 0.02 -0.096
H -0.86182 -2.66202 0.48178 -0.02 -0.16 0.01 0.279
H -0.08203 -1.31383 -0.28514 -0.21 0.04 -0.20 0.236
H -2.65187 -1.36684 0.70871 0.05 0.32 -0.01 0.269
H -1.90056 -0.70184 2.11600 0.12 0.18 0.19 0.230
C 1.75438 7.05782 -0.27048 0.21 0.06 0.15 -0.722
C 2.39892 8.07677 -1.17856 0.09 0.04 0.04 0.595
O 3.42093 8.64396 -0.87002 -0.05 -0.02 -0.02 -0.541
C 1.70757 8.35509 -2.49217 0.20 0.16 -0.03 -0.721
H 2.34883 6.95249 0.63450 0.01 0.02 -0.01 0.236
H 0.74945 7.38358 0.00284 -0.07 -0.12 -0.11 0.229
H 1.70084 6.09027 -0.77182 -0.17 0.02 -0.03 0.231
H 0.70037 8.73380 -2.31136 -0.06 -0.15 -0.04 0.228
H 1.65179 7.44109 -3.08573 -0.16 -0.02 0.04 0.229
H 2.27191 9.10232 -3.04593 0.01 -0.01 0.02 0.234
C 0.77988 -6.04903 -1.39439 -0.12 0.24 -0.05 -0.721
C 1.40747 -5.21805 -0.30285 -0.01 0.06 0.00 0.608
O 1.12324 -4.05061 -0.15637 0.01 -0.19 -0.04 -0.555
C 2.40426 -5.90701 0.59664 -0.02 0.25 0.10 -0.721
H 0.08656 -5.43349 -1.96371 0.02 0.01 0.02 0.236
H 1.55155 -6.42729 -2.06650 -0.01 -0.15 0.07 0.233
H 0.23422 -6.88708 -0.95793 0.13 -0.10 -0.04 0.230
H 3.24360 -6.27893 0.00730 -0.06 -0.15 0.01 0.233
H 1.92618 -6.73927 1.11537 0.07 -0.11 -0.10 0.232
H 2.77765 -5.19994 1.33441 -0.01 0.00 -0.01 0.234
C -5.09874 -4.77803 1.74733 0.20 0.09 0.17 -0.721
C -4.47998 -3.72372 0.86435 0.06 0.03 0.04 0.610
O -3.50112 -3.10171 1.21366 -0.27 -0.47 0.01 -0.558
C -5.13266 -3.47599 -0.47268 0.22 0.18 -0.01 -0.722
H -4.53262 -4.85229 2.67331 0.00 0.02 -0.02 0.237
H -6.12951 -4.50943 1.98303 -0.06 -0.11 -0.11 0.233
H -5.08066 -5.74493 1.24218 -0.16 0.01 -0.04 0.230
H -6.16472 -3.15291 -0.32946 -0.05 -0.15 -0.04 0.234
H -5.11610 -4.38847 -1.07060 -0.16 -0.03 0.03 0.231
H -4.58954 -2.69633 -1.00311 0.00 -0.01 0.02 0.237

***

No. 2
52
Properties=species:S:1:pos:R:3:forces:R:3:nbo_charge:R:1 method="wB97M-V/def2-TZVPD" multiplicity=1 de_lowest_kj_mol=9.5 total_charge=-1
Zn -0.13247 -0.83764 -0.06433 0.03 -0.06 0.10 1.476
C 5.37221 0.24839 -0.79050 0.03 0.01 0.00 -0.629
C 4.15559 -0.23078 -1.53092 -0.04 0.01 0.04 -0.060
C 4.16929 -0.54071 -2.88178 0.03 -0.01 -0.03 -0.160
C 3.00940 -0.97013 -3.50322 -0.04 -0.01 -0.02 -0.281
C 1.86348 -1.07692 -2.73313 0.13 0.00 0.03 0.145
Br 0.27152 -1.66534 -3.55893 -0.07 -0.04 -0.02 0.080
N 1.82011 -0.79737 -1.44191 -0.07 0.04 -0.12 -0.519
C 2.94752 -0.37676 -0.85959 -0.04 0.08 0.09 0.068
H 6.24307 0.28502 -1.44557 -0.01 0.00 0.00 0.205
H 5.60234 -0.40892 0.04885 -0.01 0.00 0.00 0.231
H 5.21113 1.24602 -0.37988 -0.01 -0.01 0.00 0.230
H 5.08560 -0.44648 -3.45433 -0.01 0.00 0.00 0.209
H 2.97954 -1.21943 -4.55354 0.01 0.00 0.00 0.229
H 2.84744 -0.15374 0.19771 0.03 -0.03 0.00 0.261
C -1.42762 -3.51384 6.62368 0.00 0.00 0.04 -0.620
C -0.66842 -2.74627 5.57280 -0.02 0.00 -0.01 -0.025
C 0.61132 -3.12815 5.19550 0.03 0.03 -0.02 -0.270
C 1.31062 -2.43518 4.21127 0.01 -0.02 0.05 0.106
C 2.69251 -2.87502 3.80281 0.01 -0.04 0.01 -0.658
C 0.70827 -1.34242 3.59440 -0.08 0.11 -0.03 -0.171
C -0.58470 -0.94214 3.94342 0.04 -0.08 -0.02 0.049
C -1.24759 0.21032 3.24684 -0.03 0.07 0.02 -0.678
C -1.24620 -1.65257 4.93943 -0.03 -0.01 -0.01 -0.225
C 1.48134 -0.57952 2.53934 0.05 -0.13 -0.04 0.809
O 2.34165 0.22671 2.88006 -0.01 0.02 -0.02 -0.685
O 1.23139 -0.90061 1.31898 0.06 0.02 0.04 -0.942
H -0.75032 -4.07725 7.26760 0.00 -0.01 -0.01 0.203
H -2.12338 -4.22500 6.17096 0.01 0.00 -0.01 0.211
H -2.01340 -2.84432 7.25608 0.00 0.00 -0.01 0.207
H 1.08241 -3.97884 5.68025 -0.01 0.01 0.00 0.188
H 3.08562 -3.62017 4.49608 -0.01 0.01 0.00 0.198
H 3.37913 -2.02841 3.76863 -0.02 0.00 0.00 0.232
H 2.67145 -3.32130 2.80503 0.01 0.03 -0.01 0.218
H -0.57458 1.07028 3.19545 0.00 -0.01 -0.02 0.212
H -2.14997 0.51387 3.78138 0.02 0.01 0.02 0.197
H -1.54567 -0.05331 2.22013 0.01 -0.04 0.02 0.307
H -2.24904 -1.34428 5.22095 0.01 0.00 0.00 0.194
C -4.26573 -0.37426 -0.08845 -0.01 0.03 0.02 -0.615
C -2.96083 -0.68166 -0.85613 -0.01 0.06 -0.03 0.088
C -3.18564 -2.01009 -1.61032 -0.02 -0.06 0.01 -0.621
C -2.77315 0.44135 -1.90003 0.04 -0.01 -0.02 -0.625
N -1.90359 -0.75353 0.09978 -0.09 0.01 -0.04 -1.466
H -5.14775 -0.38019 -0.74265 0.04 0.00 0.01 0.171
H -4.18906 0.60621 0.38849 0.02 -0.01 0.00 0.198
H -4.39948 -1.11937 0.69877 0.00 0.00 -0.02 0.204
H -3.99353 -1.94753 -2.35360 0.02 0.01 0.03 0.169
H -3.43219 -2.79286 -0.88823 0.02 0.01 -0.01 0.201
H -2.26346 -2.30647 -2.11299 0.02 0.02 -0.02 0.193
H -3.65496 0.58575 -2.54067 0.02 -0.02 0.01 0.170
H -1.91286 0.21500 -2.53714 -0.02 0.00 0.03 0.190
H -2.56001 1.37084 -1.36824 -0.02 0.01 -0.02 0.204

***

No. 3
51
Properties=species:S:1:pos:R:3:forces:R:3:nbo_charge:R:1 method="wB97M-V/def2-TZVPD" multiplicity=1 total_charge=+2
C 1.84743 0.04084 5.26523 0.05 -0.08 0.02 -0.640
C 1.98713 -0.15956 3.76828 0.02 0.09 0.03 -0.202
Br 1.59153 -2.04042 3.35420 0.02 -0.05 -0.02 -0.034
C 1.12318 0.74776 2.86561 0.05 -0.05 -0.04 -0.888
Si -0.28034 1.78741 3.60841 0.05 -0.03 -0.04 1.151
C -1.85760 0.80278 3.58191 -0.04 -0.01 0.13 -0.532
C -2.21518 -0.13010 4.56038 0.00 -0.02 -0.01 -0.128
C -3.38115 -0.86002 4.41120 0.03 -0.02 0.05 -0.244
C -4.15844 -0.64776 3.28078 0.00 0.02 -0.01 0.055
N -3.84624 0.23770 2.33754 -0.07 -0.02 -0.12 -0.420
C -2.73146 0.94035 2.50598 0.02 -0.03 -0.02 0.046
H 2.54998 -0.59959 5.79792 -0.04 0.02 -0.02 0.243
H 0.84319 -0.21238 5.61311 0.02 0.09 -0.03 0.212
H 2.06833 1.07777 5.53054 -0.04 -0.04 -0.03 0.227
H 3.03548 -0.04970 3.49775 -0.06 -0.06 -0.03 0.219
H 0.61676 0.11396 2.12962 0.04 0.11 -0.06 0.244
H 1.79101 1.40670 2.29512 0.01 0.06 0.17 0.215
H -0.45683 2.92418 2.65784 -0.01 -0.05 -0.04 -0.208
H 0.03248 2.33550 4.93780 0.02 0.00 0.00 -0.138
H -1.59274 -0.29013 5.43489 -0.03 0.03 -0.03 0.219
H -3.69325 -1.58616 5.15066 0.04 0.04 -0.01 0.236
H -5.07282 -1.21426 3.13333 0.05 0.07 -0.03 0.206
H -2.51678 1.67466 1.72822 -0.05 -0.05 0.04 0.166
C 1.10101 -4.41089 -5.75267 0.01 0.02 0.00 -0.413
N 0.94449 -3.14852 -4.98798 0.00 -0.02 0.00 -0.240
C -0.29405 -2.72809 -4.67810 -0.02 0.02 0.01 0.106
C -0.48894 -1.57215 -3.95938 -0.01 0.03 -0.03 -0.197
C 0.61477 -0.83154 -3.54104 0.01 -0.02 0.00 0.039
C 1.88612 -1.28549 -3.87602 -0.02 -0.01 0.04 -0.211
C 2.02151 -2.44770 -4.60410 0.02 0.01 0.01 0.121
C 0.43665 0.41200 -2.74427 0.00 0.01 0.02 0.032
C 1.06946 0.55997 -1.51546 0.00 -0.02 -0.03 -0.200
C 0.87418 1.71434 -0.78779 0.00 -0.08 0.06 0.113
N 0.09144 2.69726 -1.25246 0.01 0.03 -0.01 -0.236
C -0.52640 2.57905 -2.44044 -0.02 -0.02 -0.02 0.106
C -0.37507 1.44672 -3.20566 -0.04 -0.02 0.02 -0.198
C -0.10954 3.93401 -0.45835 -0.03 -0.02 0.03 -0.414
H 0.55000 -4.32691 -6.68567 0.00 0.00 0.00 0.250
H 0.71333 -5.23209 -5.15504 0.00 0.00 0.00 0.251
H 2.15410 -4.56870 -5.95916 0.00 0.00 0.00 0.244
H -1.11332 -3.34569 -5.01936 0.01 -0.01 0.00 0.258
H -1.49906 -1.27006 -3.71906 0.00 -0.01 0.01 0.265
H 2.77600 -0.74184 -3.59046 0.00 -0.01 0.00 0.265
H 2.98609 -2.83889 -4.89387 -0.01 -0.01 0.00 0.256
H 1.68975 -0.22083 -1.09649 0.01 0.01 0.01 0.266
H 1.32214 1.85888 0.18514 -0.01 0.05 -0.01 0.260
H -1.14250 3.41215 -2.74928 0.01 0.01 0.01 0.258
H -0.88657 1.38671 -4.15639 0.01 0.01 0.00 0.263
H -1.17414 4.05751 -0.27627 0.00 0.02 0.01 0.250
H 0.28333 4.78164 -1.01423 0.01 -0.01 -0.02 0.249
H 0.41152 3.82959 0.48755 -0.02 0.01 0.01 0.249

***

Which calculated total energy belongs to each record? In order, -2326.4370 -5391.0818 -3804.9234 Eh.
Which Kohn-Sham gap belongs to each record? In order, 9.56 5.12 5.80 eV.
Which maximum force belongs to each record? In order, 3.05 0.15 0.18 eV Å⁻¹.